Density functional theory data (ωB97M-V/def2-TZVPD) for a single C9H11ClN2 molecule at a distorted geometry.

Values from the calculation:
Energy above the lowest of the compared OMol25 structures with the same formula, charge and spin: 99.72 kJ/mol
LUMO: 0.59 eV
Gap between HOMO and LUMO: 9.37 eV
SMILES: [H]/N=C(/N)CCc1ccc(Cl)cc1

ORCA input file:
```
! wB97M-V def2-TZVPD RIJCOSX def2/J DEFGRID3
* xyz 0 1
H 2.59 -0.01 -1.23
N 2.06 -0.05 -2.10
C 1.24 -0.99 -2.52
N 0.75 -0.99 -3.80
C 0.85 -2.16 -1.72
C -0.43 -1.97 -0.99
C -0.33 -0.91 0.07
C -0.18 -1.15 1.44
C -0.35 -0.02 2.36
C -0.65 1.26 1.82
Cl -1.04 2.55 2.93
C -0.65 1.50 0.44
C -0.37 0.38 -0.39
H 0.33 -1.96 -4.14
H 0.75 -0.13 -4.35
H 0.60 -3.12 -2.33
H 1.56 -2.47 -0.88
H -1.19 -1.62 -1.66
H -0.57 -3.02 -0.53
H 0.11 -2.13 1.70
H -0.26 -0.25 3.47
H -0.44 2.53 -0.08
H -0.17 0.50 -1.41
*
```